No. 1
ORCA calculation (wB97M-V/def2-TZVPD) on a structure of composition C30H51CrN8O3P in a non-equilibrium geometry.

As for the energy relative to the best compared isomer or geometry (same formula, charge and spin): 1.568 eV. The value obtained for the HOMO energy (spin up / spin down) is -0.41299 / -0.42080 hartree. The gap between HOMO and LUMO (spin up / spin down) comes out at 8.301 / 8.296 eV. The spin multiplicity is 4. Its net charge is +1. As for the maximum force: 0.0371 hartree/bohr. The electronic energy comes out at -3223.1797 Eh.

Structure (XYZ):
```
94
C30H51CrN8O3P | the OMol25 dataset | wB97M-V/def2-TZVPD
Cr -1.85 -0.84 0.32
P 1.18 1.14 0.35
O -2.90 0.43 -0.67
O -0.17 0.48 0.34
O -1.42 -1.37 -1.60
N -0.87 -2.14 1.21
N -2.41 0.53 2.03
N -0.23 -4.24 2.20
N -3.48 -2.27 0.06
N -3.40 -2.03 2.80
N -2.75 0.44 -1.94
N -1.97 -0.47 -2.39
N -1.23 -6.14 3.37
C 1.53 -0.15 2.81
C -1.67 -0.47 -3.76
C 2.55 -2.14 -0.12
C -0.94 -0.34 -6.43
C 0.99 3.87 -2.81
C -0.13 2.94 -2.33
C -0.42 -1.33 -5.61
C 1.70 -0.33 -1.97
C -3.49 -0.89 3.69
C 0.86 2.96 0.00
C -4.75 -1.99 0.74
C 2.49 -1.50 -2.55
C -0.63 -3.18 1.70
C 2.26 3.64 -2.01
C 2.52 -2.67 -1.56
C -0.78 -1.40 -4.28
C 3.21 1.71 2.28
C -3.58 0.41 2.90
C 1.80 -0.03 4.31
C 3.26 -0.80 -0.07
C -1.86 0.57 -5.91
C 3.93 0.96 3.40
C -0.39 3.17 -0.85
C 1.76 1.19 2.12
C -0.77 -5.24 2.82
C 2.42 0.29 -0.77
C -2.23 0.51 -4.59
C -4.66 -2.46 2.20
C 3.01 0.86 4.61
C 2.02 3.81 -0.51
H -2.29 1.32 -6.55
H 1.19 3.67 -3.87
H -2.57 -0.87 4.29
H -1.58 0.61 2.62
H -3.17 -3.20 0.35
H 3.40 -3.28 -1.76
H 4.84 1.50 3.66
H 0.61 3.30 1.02
H 3.11 1.07 -1.09
H 2.64 2.64 -2.22
H -4.93 -0.91 0.67
H -3.66 -2.34 -0.95
H -2.93 1.21 -4.17
H 3.77 1.61 1.34
H 2.02 -1.81 -3.49
H 1.76 4.85 -0.31
H 4.22 -0.89 -0.59
H 0.28 -2.05 -6.02
H -1.04 3.13 -2.90
H 3.05 -2.86 0.53
H 0.92 0.37 4.82
H 2.93 3.58 0.05
H 3.02 4.36 -2.31
H -5.58 -2.51 0.26
H 1.96 -1.03 4.71
H 1.52 -2.02 0.25
H -0.37 -2.16 -3.62
H 0.72 -0.70 -1.64
H 2.68 1.87 4.87
H 3.18 2.77 2.53
H 4.22 -0.04 3.08
H 2.17 -0.92 2.39
H 0.16 1.90 -2.49
H -2.49 1.41 1.51
H -4.48 0.41 2.29
H -2.97 -2.81 3.30
H 0.66 4.90 -2.72
H 1.08 1.91 2.59
H -5.53 -2.09 2.75
H -3.65 1.25 3.60
H 0.50 -0.47 2.63
H -0.64 -0.26 -7.46
H -4.35 -0.96 4.37
H -0.73 4.19 -0.70
H 1.64 -3.30 -1.69
H -4.70 -3.55 2.20
H 3.56 0.47 5.46
H 1.54 0.42 -2.75
H 3.48 -0.52 0.96
H 3.50 -1.17 -2.79
H -1.19 2.49 -0.52
```

Atomic partial charges in e from the Löwdin method, atoms 1 to 4: atom 1 (Cr): 0.8758, atom 2 (P): 0.9306, atom 3 (O): -0.2271, atom 4 (O): -0.4000

---

No. 2
ORCA calculation (wB97M-V/def2-TZVPD) on a cluster of 10 separate species, C42H67F3N2O26 in total in a non-equilibrium geometry.

The value obtained for the HOMO energy is -0.29477 hartree. The gap between HOMO and LUMO comes out at 7.562 eV. As for the maximum force: 0.0399 hartree/bohr. The electronic energy comes out at -4005.9211 Eh. As for the SMILES: CC1(C)CCCC(C)(C)N1O.CC1(C)CCCC(C)(C)N1O.O=C1OC[C@@H](F)O1.O=C1OC[C@@H](F)O1.O=C1OC[C@@H](F)O1.O=C1OCCO1.O=C1OCCO1.O=C1OCCO1.O=C1OCCO1.O=C1OCCO1.

Structure (XYZ):
```
140
C42H67F3N2O26 | the OMol25 dataset | wB97M-V/def2-TZVPD
F -13.52 -12.14 -51.57
F -7.03 -9.47 -52.87
F -14.67 -8.85 -47.00
O -16.51 -16.11 -50.81
O -15.39 -11.25 -48.32
O -13.46 -11.82 -49.34
O -11.45 -15.65 -51.10
O -15.53 -16.21 -48.79
O -14.23 -6.97 -51.16
O -10.57 -12.09 -52.30
O -8.67 -10.87 -52.26
O -16.35 -7.96 -45.90
O -10.49 -17.64 -51.17
O -12.42 -16.18 -45.62
O -8.89 -9.45 -48.10
O -15.83 -18.08 -49.95
O -10.22 -10.42 -53.77
O -10.67 -10.58 -48.82
O -13.09 -15.67 -56.65
O -11.63 -14.01 -56.28
O -15.51 -6.83 -53.00
O -15.21 -13.17 -49.50
O -12.17 -17.26 -49.71
O -21.16 -14.28 -47.14
O -13.44 -14.16 -54.99
O -13.90 -8.40 -52.83
O -16.22 -6.03 -44.76
O -15.87 -6.09 -46.98
O -10.63 -8.33 -48.97
N -13.69 -16.08 -44.96
N -20.42 -13.15 -46.76
C -13.93 -13.81 -45.83
C -10.11 -9.36 -48.72
C -18.23 -12.13 -46.40
C -10.21 -15.42 -51.82
C -22.45 -11.95 -46.19
C -13.04 -7.64 -50.81
C -15.98 -16.73 -49.95
C -16.14 -6.63 -45.77
C -18.99 -13.33 -46.97
C -14.09 -13.86 -50.06
C -13.15 -12.71 -50.38
C -12.76 -14.72 -56.02
C -14.01 -18.54 -44.65
C -7.96 -10.30 -53.35
C -12.68 -17.25 -42.98
C -18.60 -13.47 -48.45
C -9.78 -16.85 -52.12
C -14.76 -12.01 -48.97
C -20.30 -10.77 -46.30
C -12.92 -14.15 -43.55
C -13.84 -17.17 -43.99
C -18.86 -10.81 -46.78
C -15.16 -17.01 -43.18
C -15.86 -7.10 -47.97
C -13.92 -14.68 -44.58
C -12.55 -13.29 -54.32
C -14.63 -7.35 -52.40
C -18.51 -14.55 -46.19
C -15.43 -18.50 -48.65
C -21.42 -11.58 -48.43
C -15.01 -17.20 -47.94
C -9.80 -11.55 -48.17
C -8.49 -10.80 -48.15
C -15.59 -15.59 -42.80
C -11.62 -12.86 -55.41
C -9.08 -9.58 -54.08
C -15.96 -8.40 -47.17
C -15.31 -14.63 -43.95
C -12.95 -8.77 -51.83
C -21.13 -11.88 -46.95
C -11.43 -16.88 -50.55
C -9.90 -11.21 -52.73
H -13.37 -13.20 -43.20
H -22.30 -12.10 -45.13
H -10.65 -12.48 -55.09
H -20.74 -9.77 -46.40
H -13.05 -8.06 -49.80
H -14.60 -18.50 -45.57
H -9.57 -14.92 -51.09
H -18.76 -10.54 -47.84
H -8.71 -17.02 -51.94
H -7.87 -11.00 -49.03
H -12.01 -12.06 -56.05
H -16.63 -9.14 -47.60
H -9.84 -12.46 -48.77
H -18.58 -12.51 -48.96
H -20.27 -11.00 -45.23
H -22.11 -12.31 -48.84
H -15.23 -15.23 -41.84
H -21.27 -14.22 -48.10
H -12.06 -13.76 -53.46
H -14.57 -14.21 -46.62
H -14.99 -17.57 -42.26
H -7.50 -11.11 -53.92
H -17.22 -12.12 -46.81
H -12.90 -13.65 -46.17
H -18.27 -10.02 -46.28
H -12.19 -6.95 -50.82
H -18.76 -14.40 -45.14
H -18.11 -12.24 -45.32
H -12.49 -17.00 -46.12
H -14.58 -19.17 -48.76
H -12.55 -18.28 -42.64
H -14.54 -19.24 -44.01
H -16.03 -14.86 -44.75
H -16.00 -17.46 -43.71
H -14.40 -14.42 -50.94
H -15.47 -13.61 -43.60
H -11.95 -8.83 -52.26
H -21.93 -10.60 -48.50
H -17.63 -13.97 -48.57
H -16.25 -18.98 -48.13
H -13.04 -18.98 -44.92
H -8.97 -9.49 -55.16
H -17.45 -14.72 -46.33
H -11.95 -13.81 -43.92
H -10.45 -14.81 -52.68
H -7.86 -11.09 -47.31
H -13.23 -9.76 -51.46
H -20.55 -11.44 -49.06
H -16.68 -15.61 -42.73
H -23.00 -12.82 -46.57
H -9.27 -8.62 -53.62
H -19.29 -14.13 -48.99
H -15.53 -17.21 -46.98
H -19.09 -15.44 -46.48
H -10.28 -11.77 -47.22
H -16.71 -6.93 -48.63
H -14.94 -7.09 -48.55
H -13.70 -14.53 -49.29
H -13.09 -12.48 -53.82
H -12.10 -12.96 -50.30
H -12.87 -14.69 -42.61
H -14.30 -12.82 -45.56
H -12.83 -16.70 -42.06
H -9.91 -17.17 -53.15
H -11.73 -16.99 -43.45
H -23.10 -11.10 -46.44
H -13.94 -17.12 -47.73
```

Atomic partial charges in e from the Löwdin method, atoms 1 to 4: atom 1 (F): 0.0630, atom 2 (F): 0.1014, atom 3 (F): 0.0428, atom 4 (O): 0.1742

---

No. 3
ORCA calculation (wB97M-V/def2-TZVPD) on a structure of composition C11H14BCoN7 in a non-equilibrium geometry.

As for the energy relative to the best compared isomer or geometry (same formula, charge and spin): 0.000 eV. The value obtained for the HOMO energy (spin up / spin down) is -0.51424 / -0.60884 hartree. The gap between HOMO and LUMO (spin up / spin down) comes out at 3.351 / 7.526 eV. The spin multiplicity is 4. Its net charge is +2. As for the maximum force: 0.1171 hartree/bohr. The electronic energy comes out at -2217.6863 Eh.

Structure (XYZ):
```
34
C11H14BCoN7 | the OMol25 dataset | wB97M-V/def2-TZVPD
Co -0.26 0.33 -0.09
N 1.28 1.20 -1.80
N -1.03 -0.85 3.72
N 1.03 0.13 1.07
N 0.71 -1.40 -1.53
N 0.05 1.56 -1.17
N 2.18 -0.14 0.29
N -0.57 -1.12 -0.97
C -4.78 1.25 1.84
C 0.53 3.12 -2.71
C 1.55 2.13 -2.76
C -1.96 -1.12 4.38
C -0.67 -3.11 -1.89
C 3.18 -0.36 1.15
C -0.38 2.75 -1.70
C 0.62 -2.61 -2.09
C 2.70 -0.23 2.45
C -1.40 -2.17 -1.16
C 1.35 0.09 2.38
B 1.89 -0.27 -1.31
H 0.47 4.00 -3.34
H -4.76 1.87 0.93
H 0.62 0.18 3.18
H 3.23 -0.35 3.37
H -4.06 1.50 2.65
H 1.49 -3.01 -2.59
H 4.16 -0.59 0.76
H 2.44 1.99 -3.42
H -4.95 0.17 1.66
H -2.43 -2.19 -0.79
H -1.03 -4.04 -2.25
H 2.88 -0.58 -1.90
H -2.81 -1.35 4.98
H -1.30 3.22 -1.34
```

Atomic partial charges in e from the Löwdin method, atoms 1 to 4: atom 1 (Co): 0.9437, atom 2 (N): 0.0261, atom 3 (N): 0.0565, atom 4 (N): -0.0806